8
Properties=species:S:1:pos:R:3:lowdin_charge:R:1 method="wB97M-V/def2-TZVPD" lumo_energy_ev=-0.23 multiplicity=1 total_charge=0 smiles="[H]/N=N/N(O)N=O" homo_energy_ev=-9.29 homo_lumo_gap_ev=9.06
O 1.37715 1.77060 3.62898 -0.052
O 1.75098 0.49834 1.29162 -0.016
N 0.60592 0.92657 1.84991 -0.240
N -0.78748 0.40948 1.06669 0.117
N -0.41263 0.04310 -0.03412 0.084
N 0.40485 1.45297 2.97826 -0.122
H -1.08990 -0.15044 -0.69212 0.048
H 2.26647 1.22343 0.74203 0.182